46
Properties=species:S:1:pos:R:3:lowdin_charge:R:1 method="wB97M-V/def2-TZVPD" de_lowest_kj_mol=1070.19 orbital_gap_ev=7.1 e_tot_ha=-1867.23006 e_homo_ev=-8.5 charge=0
C -2.22052 1.55465 0.01527 -0.052
C -1.00480 2.63519 -0.13477 -0.352
C -0.14387 2.79273 1.20930 -0.117
C 0.53545 1.44677 1.73645 -0.092
C -0.13598 0.54715 2.84019 -0.456
S -1.78931 0.93846 3.60106 0.683
C 0.56732 -0.77639 3.40122 -0.014
C 1.96572 -1.27198 2.92106 -0.120
C 2.59456 -2.58018 3.58196 -0.167
C 2.92429 -3.76757 2.54524 -0.106
C 1.56422 -4.12800 1.75361 -0.390
O 0.75814 -4.89463 2.36859 0.029
O 1.30468 -3.56812 0.47444 0.055
C 2.65257 -0.41314 1.79480 -0.250
N 3.94724 -0.79113 1.25686 -0.253
S 4.16458 0.47238 0.09724 0.898
N 2.80174 1.51316 0.22543 -0.250
C 1.95086 0.91275 1.23307 -0.194
O -0.16068 2.34089 -1.27260 -0.160
C -0.75874 2.74232 -2.52317 -0.187
C -1.40389 1.48190 -3.32469 -0.141
C -0.39960 0.41294 -3.84887 -0.016
C -1.02720 -0.81760 -4.60458 -0.063
C -2.58291 -0.89731 -4.78111 -0.086
C -3.58500 0.18110 -4.25685 -0.069
C -2.96060 1.40698 -3.51083 -0.045
H -2.64774 1.74202 1.07819 0.044
H -1.86111 0.47182 -0.06008 0.099
H -3.08502 1.80783 -0.70296 0.069
H -1.54511 3.65268 -0.29306 0.147
H 0.67568 3.58228 1.04398 0.130
H -0.85499 3.14780 2.05271 0.109
H -2.50057 -0.25494 3.41423 -0.093
H 0.05144 -1.41960 4.20782 0.105
H 3.61398 -2.26281 4.03882 0.127
H 1.95326 -2.96071 4.46846 0.129
H 3.30165 -4.65701 3.18340 0.135
H 3.74993 -3.41868 1.83575 0.100
H 2.13881 -3.11836 0.17021 0.114
H -1.60064 3.51259 -2.43199 0.118
H 0.01954 3.20371 -3.24840 0.136
H 0.73046 0.55289 -3.69268 0.104
H -0.32607 -1.60923 -5.02642 0.080
H -3.02062 -1.79680 -5.33926 0.080
H -4.72723 0.09715 -4.39188 0.091
H -3.62389 2.25407 -3.10513 0.092